C40H57F6N3OP3S3Si2Ti as an isolated structure. Source: the Open Molecules 2025 dataset; level of theory: ωB97M-V with the def2-TZVPD basis set.

Last column: Mulliken spin population.
Positions of all 116 atoms, in Å:
Ti (-0.6063, 0.9450, -0.5228)  1.815
C (-3.4982, 0.1785, 2.8255)  -0.002
Si (-3.6450, 0.6006, 1.0247)  0.049
C (-3.4794, 2.4400, 0.8912)  0.024
C (-5.3494, 0.1138, 0.4658)  0.003
N (-2.4104, -0.0471, -0.0124)  0.002
P (-1.7891, -1.5363, -0.1458)  -0.210
C (-0.0532, -1.2432, 0.0000)  1.130
P (1.0808, -1.0801, -1.3362)  -0.247
N (1.2184, 0.5164, -1.6119)  -0.039
Si (2.5401, 1.2017, -2.5162)  0.057
C (4.1682, 1.0903, -1.5720)  0.000
C (2.2388, 3.0078, -2.8984)  0.010
C (2.9036, 0.4155, -4.1640)  0.002
C (0.7926, -2.0625, -2.8261)  0.049
C (0.3163, -1.4783, -3.9934)  0.003
C (0.1045, -2.2584, -5.1253)  0.001
C (0.3666, -3.6202, -5.0945)  -0.001
C (0.8265, -4.2153, -3.9251)  0.005
C (1.0301, -3.4396, -2.7932)  -0.007
C (2.6553, -1.7192, -0.6588)  0.084
C (3.6637, -2.2734, -1.4427)  0.006
C (4.8934, -2.5993, -0.8747)  0.002
C (5.1207, -2.3723, 0.4734)  0.004
C (4.1259, -1.8013, 1.2590)  0.003
C (2.8991, -1.4715, 0.6976)  -0.016
C (-2.3393, -2.6519, 1.1784)  0.014
C (-1.4987, -3.0146, 2.2265)  0.009
C (-1.9910, -3.7723, 3.2853)  0.012
C (-3.3212, -4.1595, 3.3017)  0.001
C (-4.1624, -3.8116, 2.2497)  0.001
C (-3.6704, -3.0689, 1.1861)  -0.002
C (-2.4857, -2.3438, -1.6012)  0.033
C (-2.0557, -3.6174, -1.9709)  -0.003
C (-2.6081, -4.2468, -3.0757)  0.008
C (-3.6155, -3.6142, -3.7978)  0.000
C (-4.0662, -2.3587, -3.4148)  0.000
C (-3.4977, -1.7185, -2.3185)  -0.011
H (-4.2666, 0.7271, 3.3867)  0.000
H (-3.6313, -0.8929, 3.0216)  0.001
H (-2.5204, 0.4683, 3.2165)  0.000
H (-4.0648, 2.9425, 1.6739)  0.001
H (-2.4326, 2.7134, 1.0256)  0.000
H (-3.8092, 2.8083, -0.0847)  0.000
H (-6.0932, 0.7016, 1.0222)  0.000
H (-5.4906, 0.3171, -0.6020)  0.000
H (-5.5647, -0.9442, 0.6518)  0.000
H (4.0577, 0.6718, -0.5650)  0.000
H (4.8704, 0.4392, -2.1060)  0.000
H (4.6379, 2.0769, -1.4844)  0.000
H (1.2297, 3.3382, -2.6545)  -0.004
H (2.9613, 3.6575, -2.3857)  0.002
H (2.3730, 3.1521, -3.9789)  0.001
H (2.9944, -0.6755, -4.1277)  0.000
H (2.1348, 0.6639, -4.9041)  0.000
H (3.8591, 0.8238, -4.5168)  0.000
H (0.1333, -0.4130, -4.0232)  0.000
H (-0.2585, -1.7942, -6.0342)  0.000
H (0.2142, -4.2231, -5.9831)  0.000
H (1.0278, -5.2808, -3.8964)  0.000
H (1.3993, -3.9029, -1.8839)  -0.010
H (3.4985, -2.4506, -2.4992)  0.000
H (5.6738, -3.0277, -1.4924)  0.001
H (6.0771, -2.6328, 0.9103)  0.000
H (4.3039, -1.6070, 2.3114)  0.000
H (2.1173, -1.0111, 1.2983)  0.014
H (-0.4702, -2.6768, 2.2082)  0.028
H (-1.3351, -4.0564, 4.1019)  0.001
H (-3.7072, -4.7398, 4.1325)  0.000
H (-5.2010, -4.1199, 2.2609)  0.000
H (-4.3191, -2.8103, 0.3563)  -0.001
H (-1.2906, -4.1188, -1.3880)  -0.007
H (-2.2587, -5.2287, -3.3751)  0.000
H (-4.0443, -4.1043, -4.6638)  0.000
H (-4.8565, -1.8702, -3.9718)  0.000
H (-3.8234, -0.7303, -2.0208)  0.002
S (0.1699, -0.0285, 3.0931)  0.016
C (1.2307, -0.2848, 4.2804)  0.008
N (2.0659, -1.3518, 4.3789)  0.002
C (2.5718, -1.5995, 5.7310)  0.000
C (2.8707, -0.2164, 6.2900)  0.000
S (1.5675, 0.8346, 5.5761)  0.000
H (1.7689, -2.1492, 3.8314)  0.001
H (3.4650, -2.2195, 5.6937)  0.000
H (1.8222, -2.1012, 6.3461)  0.000
H (3.8420, 0.1549, 5.9674)  0.000
H (2.8109, -0.1905, 7.3746)  0.000
F (-1.4027, 2.5747, -1.6907)  0.022
P (-1.9899, 1.8506, -3.1364)  -0.019
F (-1.4698, 0.3703, -2.5302)  0.025
F (-2.5020, 1.1232, -4.4524)  0.000
F (-0.5337, 2.0474, -3.7620)  0.001
F (-2.4331, 3.2907, -3.6389)  0.000
F (-3.3816, 1.6358, -2.4027)  0.003
C (-1.2584, 6.7556, 1.2225)  0.000
C (-1.0247, 5.2773, 0.9131)  -0.002
C (0.4365, 4.8969, 1.1425)  0.009
S (0.8967, 3.4721, 0.1832)  0.018
O (0.0375, 2.3350, 0.7558)  0.095
C (2.5159, 3.1793, 0.9386)  0.003
C (2.5073, 2.5396, 2.3319)  0.001
C (2.6428, 3.5088, 3.5210)  0.001
H (-2.3234, 6.9899, 1.2099)  0.000
H (-0.7638, 7.3935, 0.4843)  0.000
H (-0.8677, 7.0194, 2.2107)  0.000
H (-1.3065, 5.0645, -0.1229)  0.001
H (-1.6594, 4.6585, 1.5451)  0.002
H (0.6533, 4.6959, 2.1903)  -0.001
H (1.1098, 5.6834, 0.7776)  -0.001
H (3.0251, 4.1471, 0.9120)  0.000
H (2.9939, 2.5117, 0.2211)  0.000
H (3.3387, 1.8307, 2.3558)  0.000
H (1.5976, 1.9445, 2.4354)  -0.002
H (3.2476, 4.3847, 3.2634)  0.000
H (3.1265, 3.0083, 4.3647)  0.000
H (1.6745, 3.8582, 3.8856)  0.000

Its orbital gap (spin up / spin down) is 5.2 / 6.5 eV. For the HOMO energy (spin up / spin down), the calculation gives -5.06 / -7.82 eV. The spin multiplicity is 4. As for the total charge: 0. Its total energy is -6044.55235 Ha. As for the expectation value of S²: 3.757. The strongest force on any atom comes out at 1.5 eV/A.